[1]
9
Properties=species:S:1:pos:R:3:forces:R:3 method="wB97M-V/def2-TZVPD" relative_energy_kj_mol=183.2 homo_lumo_gap_ev=9.4025 homo_ev=-8.9 e_tot_ev=-13545.3226 smiles=N[SiH](O)O largest_force_ev_per_a=5.29 lumo_energy_ev=0.46
N 1.53905 0.37035 -0.07149 -3.943 0.159 -0.336
Si -0.66574 -0.01966 -0.37211 5.280 -0.336 0.208
O -1.17646 -1.41653 0.30249 -0.896 1.472 -0.224
O -1.44081 1.25328 0.18880 0.471 2.083 1.843
H 1.80933 0.56547 0.87901 -0.195 0.181 0.538
H 2.03440 -0.46824 -0.27381 0.355 -0.961 -0.471
H -0.47603 0.04862 -1.81942 -0.631 -0.351 -0.099
H -0.69237 -2.21748 0.37198 0.726 -0.789 -0.071
H -0.93137 1.88419 0.79455 -1.167 -1.456 -1.388

[2]
27
Properties=species:S:1:pos:R:3:forces:R:3 method="wB97M-V/def2-TZVPD" relative_energy_kj_mol=12.3 homo_lumo_gap_ev="3.7842 / 3.8166" homo_ev="-18.3 / -18.4" e_tot_ev=-73578.5605 total_charge=+3 largest_force_ev_per_a=6.69 lumo_energy_ev="-14.56 / -14.55"
Ga 0.16793 0.45377 -0.51501 -1.229 -1.213 0.242
O -0.29529 3.59864 -0.26285 1.369 -5.496 -0.402
C -0.02763 2.48108 -0.36445 -1.221 6.576 0.028
C 0.19684 -1.79304 -0.96352 -0.751 -4.320 0.428
O 0.01105 -2.92639 -0.93920 0.880 4.834 -0.304
C 2.68183 0.46672 -0.81603 3.949 -0.065 -1.550
O 3.78495 0.44745 -1.14809 -4.979 0.099 1.593
C -1.99403 0.35318 -1.45411 -4.110 0.398 0.483
O -3.13972 0.39539 -1.46183 4.558 -0.250 -0.283
C 0.19030 0.99199 -5.32922 0.047 0.111 0.758
H -0.73362 1.55927 -5.14703 0.301 -0.333 -0.467
H 1.10160 1.60582 -5.37424 -0.367 -0.476 -0.315
C 0.19083 -0.35715 -5.37720 0.108 0.006 1.527
H 1.11719 -0.95121 -5.36763 -0.430 0.406 -0.576
H -0.72940 -0.92371 -5.16496 0.345 0.299 -0.628
C -1.59089 -0.47638 3.37850 -0.843 -0.035 0.296
N -0.14364 -0.46913 3.23366 1.065 0.850 -2.046
C 0.83315 -0.74451 4.27725 1.235 -0.265 0.896
C 0.24057 -0.06561 2.05642 0.024 -1.226 2.599
O -0.68255 0.34868 1.24445 1.284 0.129 -3.602
H -1.85920 -0.67931 4.41922 -0.024 0.103 -0.350
H -1.98401 -1.24242 2.68703 -0.023 0.154 0.563
H -1.95590 0.49480 3.00938 -0.196 -0.362 0.685
H 1.48994 -1.58827 4.01488 -0.508 0.049 0.013
H 1.50661 0.11721 4.41173 -0.498 -0.147 0.019
H 0.34088 -0.95510 5.23016 -0.030 0.026 -0.327
H 1.28223 -0.14178 1.72273 0.043 0.146 0.720

[3]
63
Properties=species:S:1:pos:R:3:forces:R:3 method="wB97M-V/def2-TZVPD" relative_energy_kj_mol=87.2 homo_lumo_gap_ev="7.0399 / 7.1549" homo_ev="-4.6 / -4.7" e_tot_ev=-64586.3904 s2=0.7561 total_charge=-1 multiplicity=2 largest_force_ev_per_a=1.02 lumo_energy_ev="2.44 / 2.44"
Ir 0.43893 1.76739 0.13910 -0.630 -0.578 -0.561
O -1.43364 3.46790 4.06590 0.623 0.021 -0.014
C -2.63411 2.94468 3.80391 -0.256 0.006 -0.269
C -3.62623 3.20862 4.75685 0.018 -0.016 0.025
C -4.91758 2.74986 4.59315 0.027 0.020 0.014
C -5.26640 2.00974 3.46809 0.019 -0.010 -0.042
C -4.29483 1.74091 2.52186 -0.079 -0.102 0.081
C -2.98434 2.19128 2.66543 0.194 0.033 0.098
C -1.97930 1.86750 1.62423 -0.205 -0.075 -0.304
O -0.98441 2.64719 1.49156 0.169 0.076 0.383
N -2.21058 0.79240 0.88198 -0.037 0.114 0.057
N -1.19583 0.60469 -0.02841 0.256 0.170 0.198
C -1.31528 -0.41849 -0.78971 -0.085 -0.022 -0.029
C -0.43092 -1.01163 -1.81127 0.154 0.050 -0.008
C -0.95075 -2.25220 -2.24138 -0.026 -0.015 0.015
C -0.36506 -3.07152 -3.18035 0.005 -0.004 0.001
C 0.82692 -2.67466 -3.76569 -0.008 0.013 0.005
C 1.37639 -1.47066 -3.38474 0.020 -0.016 -0.027
C 0.78394 -0.64059 -2.43613 -0.057 0.032 0.066
O 1.55924 0.51245 -2.31501 -0.185 -0.182 0.059
H -0.72415 3.22537 3.42673 -0.525 -0.244 0.012
H -3.34171 3.78651 5.62678 0.004 -0.003 0.000
H -5.66153 2.97444 5.34872 0.008 -0.002 0.004
H -6.27809 1.64932 3.33400 0.003 0.005 -0.003
H -4.52784 1.15529 1.64181 0.017 0.028 0.011
H -2.22450 -0.99002 -0.62367 -0.016 0.033 0.002
H -1.87813 -2.57553 -1.78617 0.002 -0.009 -0.008
H -0.83388 -4.00920 -3.44774 -0.007 0.002 0.007
H 1.32223 -3.28881 -4.50610 0.003 0.000 0.001
H 2.30376 -1.11962 -3.81689 -0.001 -0.001 0.003
S 2.43234 2.70664 -1.01577 0.038 -0.036 -0.063
C 1.46350 1.34151 -1.29472 0.498 0.455 -0.096
C 4.44991 -1.27489 3.85966 -0.004 0.004 -0.006
C 3.69813 -0.01574 3.45220 -0.052 0.019 -0.015
C 4.01495 1.13417 4.40077 0.017 0.004 0.010
C 4.02658 0.36034 2.01163 0.005 -0.003 -0.004
O 2.30359 -0.36797 3.60200 0.065 -0.123 0.112
P 1.11228 0.46144 2.90016 -0.001 0.219 -0.179
O 1.01308 -0.02737 1.46113 0.015 0.193 0.240
O 1.23016 1.92505 3.10149 0.120 0.025 0.206
O -0.14612 -0.03997 3.74486 -0.119 -0.133 0.072
C -0.65790 -1.37799 3.93154 0.035 0.115 -0.055
C 0.00585 -1.95838 5.17401 -0.017 -0.035 0.000
C -0.42094 -2.26628 2.71630 -0.003 -0.008 0.020
C -2.15154 -1.18376 4.15145 -0.009 -0.003 -0.006
H 5.52724 -1.10159 3.82777 0.006 0.001 -0.002
H 4.20430 -2.09389 3.18197 0.000 -0.003 0.002
H 4.17079 -1.56499 4.87405 0.000 -0.003 -0.002
H 5.07685 1.38433 4.33968 0.007 0.004 0.006
H 3.78027 0.84732 5.42779 -0.001 -0.007 -0.002
H 3.41994 2.00776 4.13925 -0.016 -0.012 -0.015
H 5.10219 0.52663 1.91749 0.008 -0.003 0.009
H 3.50984 1.27228 1.71085 -0.009 -0.004 0.004
H 3.72759 -0.43726 1.33118 -0.003 0.004 -0.005
H 1.07850 -2.06569 5.01687 0.004 0.013 -0.003
H -0.42217 -2.93708 5.40402 0.005 -0.007 0.007
H -0.15820 -1.29443 6.02407 0.006 0.001 -0.001
H 0.64305 -2.41047 2.53003 0.001 0.008 -0.009
H -0.86310 -1.81549 1.82853 0.011 -0.008 -0.009
H -0.88356 -3.23992 2.89678 -0.007 -0.001 0.010
H -2.32567 -0.49892 4.98318 0.011 -0.005 -0.003
H -2.62760 -2.14166 4.37344 -0.014 0.000 0.005
H -2.60454 -0.75796 3.25508 -0.001 0.002 -0.003

[4]
41
Properties=species:S:1:pos:R:3:forces:R:3 method="wB97M-V/def2-TZVPD" relative_energy_kj_mol=62.4 homo_lumo_gap_ev=9.2925 homo_ev=-8.7 e_tot_ev=-24100.8202 smiles=COc1cc(CO)c(C2(CO)CCCC2)cc1OC largest_force_ev_per_a=0.56 lumo_energy_ev=0.63
C 2.96161 3.23958 -1.02721 0.106 0.119 -0.294
O 2.29966 2.90223 0.17865 -0.217 -0.420 0.264
C 1.45312 1.81723 0.09451 0.077 -0.005 -0.058
C 0.11721 2.00194 0.41049 0.165 0.053 -0.042
C -0.82302 0.98076 0.36258 0.060 0.135 0.043
C -2.21980 1.36290 0.81278 -0.248 -0.315 -0.200
O -2.22317 2.37698 1.79101 0.022 0.278 0.285
C -0.43048 -0.29004 -0.08121 0.131 -0.022 0.036
C -1.35970 -1.49016 -0.19219 0.099 -0.077 0.206
C -1.50858 -2.07938 1.23438 -0.286 0.174 -0.136
O -0.29222 -2.53009 1.77081 0.358 -0.120 0.154
C -0.80913 -2.60188 -1.11099 -0.120 -0.162 0.083
C -2.04593 -3.34113 -1.60581 0.059 0.123 -0.089
C -3.01305 -2.20258 -1.90445 -0.081 -0.089 0.055
C -2.74782 -1.16779 -0.80074 -0.021 -0.003 -0.039
C 0.92539 -0.48143 -0.33568 0.156 0.155 -0.050
C 1.87408 0.52717 -0.24017 0.169 0.027 0.063
O 3.18302 0.19675 -0.52385 -0.475 0.195 -0.217
C 4.11090 0.44806 0.51622 0.208 -0.002 0.267
H 3.65978 4.03541 -0.77352 -0.019 -0.015 -0.070
H 2.24313 3.60677 -1.76785 0.041 -0.012 0.044
H 3.50586 2.39252 -1.45145 -0.019 0.026 0.055
H -0.19985 2.99108 0.70623 0.024 0.090 0.023
H -2.78241 1.78676 -0.02528 -0.017 -0.143 0.072
H -2.76574 0.48908 1.18384 0.039 0.093 -0.167
H -1.68053 2.09386 2.53549 -0.020 -0.014 -0.026
H -2.16050 -2.95459 1.20953 -0.073 0.051 -0.024
H -1.96127 -1.33299 1.90352 -0.068 -0.070 -0.131
H 0.35505 -1.81734 1.69674 -0.028 0.009 0.039
H -0.12396 -3.25907 -0.57776 0.146 0.058 -0.062
H -0.29724 -2.15811 -1.96547 0.082 0.006 -0.033
H -2.44474 -3.98782 -0.82375 -0.019 -0.082 0.025
H -1.83699 -3.95397 -2.48134 -0.013 -0.098 0.020
H -4.05259 -2.52630 -1.91743 -0.053 0.032 -0.092
H -2.78003 -1.77427 -2.88012 -0.023 0.003 -0.049
H -3.52118 -1.22942 -0.03492 -0.068 0.089 0.076
H -2.76252 -0.16388 -1.21777 -0.091 0.080 0.071
H 1.30018 -1.45124 -0.61934 0.029 -0.139 -0.067
H 5.09462 0.24863 0.09484 -0.010 0.001 0.072
H 3.93291 -0.22846 1.35959 0.012 0.032 -0.054
H 4.06513 1.47906 0.87375 -0.011 -0.041 -0.054